# 1
Below is the molecule C4H5NO at a distorted geometry, with properties calculated with the ωB97M-V functional and the def2-TZVPD basis.

The geometry in XYZ format:
```
11
Properties=species:S:1:pos:R:3:lowdin_charge:R:1
C 0.906 -0.076 -1.076 0.00
C 0.138 0.000 0.256 -0.36
C 0.454 -0.685 1.522 -0.16
N 0.511 -1.371 2.457 0.16
C -1.124 0.748 0.311 -0.11
O -1.209 -0.649 0.320 -0.04
H 0.940 -1.126 -1.351 0.08
H 0.375 0.465 -1.878 0.09
H 1.939 0.305 -1.094 0.09
H -1.390 1.345 1.176 0.12
H -1.541 1.043 -0.644 0.12
```

Calculated values
Structure (SMILES): C[C@@]1(C#N)CO1
LUMO level: 0.029 hartree
HOMO: -0.384 hartree
Total charge: 0
ΔE to the lowest compared entry with this formula, charge and spin: 62.7 kcal/mol
2S+1: 1

# 2
Below is C41H36IN2O8TeV as an isolated structure, with properties calculated with the ωB97M-V functional and the def2-TZVPD basis.

The geometry in XYZ format:
```
90
Properties=species:S:1:pos:R:3:mulliken_spin:R:1
V 0.039 0.269 -0.267 1.08
O 2.882 1.246 -3.216 0.00
C 2.167 0.923 -2.148 0.00
O 1.023 0.514 -2.233 -0.01
C 2.861 1.164 -0.836 0.00
O 2.220 0.327 0.083 -0.02
C 2.483 0.586 1.462 0.01
C 1.326 0.014 2.301 0.00
O 1.495 -0.038 3.509 0.00
O 0.276 -0.310 1.643 -0.02
H 2.320 1.121 -3.996 0.00
H 2.698 2.222 -0.587 0.00
H 3.933 0.967 -0.915 0.00
H 2.508 1.666 1.641 0.00
H 3.429 0.136 1.766 0.00
N 0.258 7.756 0.568 -0.01
C 0.186 6.613 0.439 0.00
C 0.107 5.192 0.281 -0.01
C 0.050 4.623 -0.992 0.01
C -0.010 3.248 -1.134 -0.04
C -0.010 2.357 -0.036 -0.02
C 0.019 2.980 1.233 0.00
C 0.080 4.353 1.397 0.01
H 0.047 5.273 -1.860 0.00
H -0.082 2.855 -2.145 -0.01
H -0.015 2.367 2.128 -0.01
H 0.106 4.792 2.388 0.00
I -6.922 -2.630 -0.408 0.00
C -4.825 -2.770 -0.480 0.00
C -4.216 -3.983 -0.194 0.00
C -2.831 -4.039 -0.197 0.00
C -2.054 -2.930 -0.498 -0.02
C -2.700 -1.722 -0.796 0.02
C -4.093 -1.636 -0.769 0.01
C -0.535 -3.096 -0.589 0.01
O -0.061 -4.210 -0.444 0.00
O 0.138 -2.022 -0.853 0.00
H -4.805 -4.858 0.039 0.00
H -2.315 -4.965 0.019 0.00
H -0.985 -1.134 -1.291 -0.02
H -4.574 -0.687 -0.967 0.00
C -5.490 3.326 7.755 0.00
C -4.942 2.624 6.541 0.00
C -3.736 3.001 5.973 0.00
C -3.218 2.354 4.854 0.00
C -1.909 2.830 4.282 0.00
C -3.935 1.293 4.288 0.00
Te -3.137 0.293 2.575 0.01
N -1.917 -0.600 -1.180 0.01
C -2.419 0.115 -2.317 0.04
O -2.913 1.204 -2.202 -0.01
C -2.304 -0.557 -3.652 -0.01
C -1.443 -1.628 -3.872 0.00
C -1.358 -2.200 -5.134 0.00
C -2.138 -1.714 -6.174 0.00
C -3.000 -0.647 -5.956 0.00
C -3.077 -0.067 -4.702 0.00
C -3.121 -1.639 3.451 0.00
C -3.935 -2.605 2.871 0.00
C -3.964 -3.901 3.366 0.00
C -3.185 -4.224 4.465 0.00
C -2.378 -3.258 5.047 0.00
C -2.315 -1.958 4.550 0.00
C -1.397 -0.955 5.186 0.00
C -5.167 0.907 4.836 0.00
C -5.994 -0.216 4.270 0.00
C -5.643 1.578 5.957 0.00
H -4.829 4.130 8.077 0.00
H -5.607 2.628 8.586 0.00
H -6.472 3.757 7.547 0.00
H -3.175 3.822 6.408 0.00
H -1.467 3.594 4.922 0.00
H -2.048 3.258 3.288 0.00
H -1.202 2.005 4.181 0.00
H -0.822 -2.017 -3.076 0.00
H -0.685 -3.031 -5.298 0.00
H -2.076 -2.170 -7.154 0.00
H -3.613 -0.271 -6.765 0.00
H -3.734 0.771 -4.510 0.00
H -4.562 -2.336 2.031 0.00
H -4.596 -4.645 2.896 0.00
H -3.199 -5.230 4.868 0.00
H -1.760 -3.516 5.900 0.00
H -0.834 -1.409 6.002 0.00
H -1.960 -0.110 5.585 0.00
H -0.678 -0.580 4.454 0.00
H -6.019 -0.176 3.180 0.00
H -7.015 -0.170 4.651 0.00
H -5.568 -1.182 4.544 0.00
H -6.596 1.275 6.381 0.00
```

Calculated values
LUMO level (spin up / spin down): 0.068 / 0.068 hartree
HOMO (spin up / spin down): -0.154 / -0.123 hartree
Expectation value of S²: 0.95
Total charge: -1
ΔE to the lowest compared entry with this formula, charge and spin: 40.6 kcal/mol
2S+1: 2

# 3
Below is a 2-piece molecular cluster, C5H7F3N3 overall at a distorted geometry, with properties calculated with the ωB97M-V functional and the def2-TZVPD basis.

The geometry in XYZ format:
```
18
Properties=species:S:1:pos:R:3:lowdin_charge:R:1
C 0.740 2.149 0.761 0.02
C 1.279 0.867 0.900 -0.35
C 0.459 1.060 -1.113 -0.12
C -1.438 -2.650 -0.660 -0.06
C -2.394 -1.783 -0.820 -0.34
N 0.135 2.159 -0.491 0.09
N 1.108 0.246 -0.286 0.16
N 1.897 0.374 1.992 0.14
F -0.106 -2.535 -0.860 0.03
F -2.145 -0.505 -1.114 0.11
F -3.692 -1.867 -0.551 0.16
H 0.546 2.943 1.414 0.12
H -1.664 -3.579 -0.174 0.14
H 0.174 0.712 -2.150 0.19
H -0.225 2.987 -1.092 0.24
H 1.486 -0.658 -0.516 0.17
H 1.759 0.780 2.927 0.14
H 2.081 -0.701 1.834 0.17
```

Calculated values
LUMO level: -0.106 hartree
HOMO: -0.467 hartree
Total charge: +1
ΔE to the lowest compared entry with this formula, charge and spin: 0.0 kcal/mol
2S+1: 1

# 4
Below is an isolated ion of composition CH3BrO3P and charge -1 at a distorted geometry, with properties calculated with the ωB97M-V functional and the def2-TZVPD basis.

The geometry in XYZ format:
```
9
Properties=species:S:1:pos:R:3:lowdin_charge:R:1
C 0.970 -0.750 0.143 -0.11
P -0.749 0.188 0.357 0.13
O -0.686 0.967 1.637 -0.37
O -1.852 -0.761 -0.038 -0.39
O -0.138 0.871 -0.923 -0.61
Br -1.309 2.466 -1.924 0.25
H 0.632 -1.507 0.921 0.05
H 1.275 -1.251 -0.711 0.00
H 1.856 -0.224 0.539 0.04
```

Calculated values
Structure (SMILES): C[P@](=O)([O-])OBr
LUMO level (spin up / spin down): 0.068 / 0.068 hartree
HOMO (spin up / spin down): -0.201 / -0.201 hartree
Total charge: -1
ΔE to the lowest compared entry with this formula, charge and spin: 32.4 kcal/mol
2S+1: 1

# 5
Below is C20H31ClN4Os as an isolated structure at a distorted geometry, with properties calculated with the ωB97M-V functional and the def2-TZVPD basis.

The geometry in XYZ format:
```
57
Properties=species:S:1:pos:R:3:mulliken_spin:R:1
C 0.246 0.785 -6.994 0.72
C 1.587 1.249 -6.644 -0.01
C -0.007 -0.640 -7.086 0.00
C -0.871 1.696 -6.773 0.00
Cl 0.300 1.468 -2.253 0.26
H -0.046 -1.042 -8.091 0.06
H -0.973 -0.842 -6.618 0.02
H 0.799 -1.159 -6.559 0.02
H 2.165 1.603 -7.487 0.06
H 2.143 0.442 -6.167 0.02
H 1.496 2.091 -5.945 0.02
H -1.219 2.209 -7.660 0.06
H -0.550 2.472 -6.066 0.02
H -1.712 1.146 -6.354 0.02
C 1.223 -1.060 0.495 -0.03
C 0.843 -2.214 -0.247 0.07
C 1.403 -2.127 -1.550 -0.01
H 0.180 -3.020 0.094 -0.01
C 2.116 -0.901 -1.629 0.05
C 1.999 -0.228 -0.372 0.04
H 2.396 0.756 -0.122 0.00
H 0.934 -0.793 1.499 -0.04
H 1.317 -2.870 -2.363 0.00
H 2.765 -0.606 -2.441 0.01
C -1.743 1.029 -0.279 0.23
C -1.383 -0.149 0.471 0.02
C -1.809 -1.292 -0.253 0.09
H -1.002 -0.107 1.478 0.01
C -2.465 -0.841 -1.465 0.16
C -2.444 0.575 -1.471 0.17
H -2.945 1.211 -2.217 0.01
H -1.514 2.047 0.009 0.03
H -1.798 -2.317 0.115 0.01
H -2.983 -1.493 -2.204 0.01
Os 0.153 -0.485 -1.182 0.93
C -0.312 2.539 2.810 0.00
N 0.562 1.345 2.751 0.07
C 0.404 0.608 4.019 -0.01
N 0.721 1.422 5.216 0.24
C -0.178 2.604 5.227 -0.01
N -0.020 3.397 3.986 0.59
C 1.398 3.839 3.913 -0.01
N 2.319 2.673 3.853 0.11
C 1.960 1.837 2.685 -0.01
C 2.125 1.888 5.099 -0.01
H -1.351 2.194 2.866 0.00
H -0.140 3.112 1.889 0.00
H 1.092 -0.251 3.976 0.01
H -0.646 0.281 4.077 0.00
H 0.073 3.246 6.091 0.00
H -1.217 2.248 5.312 0.00
H 1.528 4.453 3.008 0.01
H 1.636 4.422 4.816 0.00
H 2.626 0.965 2.645 0.01
H 2.056 2.436 1.767 0.00
H 2.372 2.536 5.958 0.00
H 2.774 1.002 5.089 0.02
```

Calculated values
LUMO level (spin up / spin down): -0.220 / -0.385 hartree
HOMO (spin up / spin down): -0.372 / -0.553 hartree
Expectation value of S²: 6.03
Total charge: +2
2S+1: 5

Question: Which of these has the highest 2S+1?
Answer: C20H31ClN4Os